{"formula": "C19H20BClIrN6S", "method": "ωB97M-V with the def2-TZVPD basis set", "charge": 2, "e_tot_ha": -2051.43636, "de_lowest_kcal_mol": 0.0, "largest_force_ha_per_bohr": 0.013, "spin_multiplicity": 6, "s_squared": 8.787, "gap_ev": [5.17, 4.16], "elements": ["C", "H", "H", "C", "C", "C", "C", "H", "C", "H", "C", "B", "H", "H", "C", "H", "C", "H", "C", "H", "H", "C", "N", "H", "N", "N", "Cl", "H", "C", "H", "Ir", "N", "C", "C", "S", "H", "C", "H", "H", "C", "N", "H", "H", "H", "C", "C", "N", "C", "H"], "positions_angstrom": [[-1.8704, -0.1172, -0.6529], [-2.0701, -1.1388, -0.3571], [-1.7650, -5.0436, 2.0693], [2.5121, 1.6717, 3.4755], [-0.4050, 1.6699, -0.5904], [2.5019, -1.6300, -0.8186], [-3.3699, 2.7068, -2.6273], [0.6017, -2.0373, -2.6859], [1.8884, 0.6932, 4.2630], [3.3979, 0.8966, -1.2791], [-0.7281, -3.3497, 1.1235], [0.5340, -1.4490, 4.1007], [-5.0542, 2.1710, -1.6549], [2.2867, -2.6797, -1.0038], [0.9718, -1.0179, -2.6871], [3.4658, -1.4416, -0.3549], [0.4457, -0.0989, -3.5732], [-0.8936, -3.7482, 4.3432], [2.5452, 0.6316, -1.8937], [1.8273, 0.5935, 5.3360], [2.4536, 2.5436, -2.8751], [2.0231, 1.5542, -2.7865], [1.3187, -0.2135, 3.4871], [1.3203, -2.1005, 4.7304], [-0.6857, 0.3975, -0.2979], [-0.0832, -2.3952, 2.9872], [0.2713, 2.3609, -4.6894], [-0.7960, -3.4846, 0.0553], [-0.7606, -3.4841, 3.3050], [3.0681, 2.5282, 3.8145], [0.9603, -0.8966, 0.5322], [-4.6611, 2.6446, -2.4579], [-1.2664, 2.4650, -1.3243], [2.0064, -0.6684, -1.7903], [-2.6465, 3.6369, -3.8423], [0.5410, 2.0582, -0.2393], [2.2633, 1.2783, 2.1917], [-0.3326, -0.3847, -4.2697], [-5.3131, 3.1263, -3.0656], [-1.2014, -4.1295, 2.1386], [-0.0440, -2.2803, 1.6388], [-3.7044, 0.1277, -1.7020], [2.5731, 1.7194, 1.2577], [-0.3772, -1.0105, 4.7504], [0.9564, 1.1912, -3.5966], [-2.4618, 1.9138, -1.7511], [1.5342, 0.1215, 2.1936], [-2.7880, 0.6091, -1.3883], [-0.9900, 3.4893, -1.5384]], "lowdin_spin": [0.02, 0.00, 0.00, 0.03, 0.02, 0.28, 0.08, 0.00, 0.06, 0.00, 0.04, 0.00, 0.00, 0.03, 0.11, 0.02, 0.00, 0.00, 0.11, 0.00, 0.00, 0.00, 0.01, 0.00, 0.13, 0.01, 0.10, 0.00, 0.06, 0.00, 2.47, 0.01, 0.02, 0.06, 0.76, 0.00, 0.04, 0.00, 0.00, 0.03, 0.17, 0.00, 0.00, 0.00, 0.12, 0.02, 0.17, 0.01, 0.00]}

{"formula": "C19H20BF13O2Sb", "method": "ωB97M-V with the def2-TZVPD basis set", "charge": -1, "e_tot_ha": -2449.79137, "de_lowest_kcal_mol": 0.0, "largest_force_ha_per_bohr": 0.019, "gap_ev": 6.21, "elements": ["H", "C", "F", "F", "F", "C", "C", "H", "H", "H", "C", "H", "C", "C", "C", "H", "F", "O", "H", "C", "F", "H", "Sb", "H", "F", "F", "C", "H", "H", "H", "F", "C", "H", "C", "H", "H", "H", "F", "H", "C", "F", "C", "C", "B", "H", "O", "C", "F", "F", "C", "C", "C", "H", "C", "F", "H"], "positions_angstrom": [[-1.6546, -1.1840, 0.1161], [-1.7787, -3.8587, -0.5103], [0.9520, 4.2040, 3.3021], [-1.9876, 7.1895, 3.0682], [-1.1845, 4.5604, 3.5689], [-0.5764, -2.2529, -5.7380], [-1.2838, -5.9354, 0.6428], [-2.3253, -3.3665, -1.3075], [0.1231, -5.7192, 2.2548], [2.0270, 0.9815, -0.0744], [-0.2344, -3.8509, 1.2952], [0.4468, -3.3123, 1.9439], [-0.7172, 7.5441, 2.8893], [0.4371, 0.9240, -1.5374], [-0.8992, -3.1341, 0.2967], [0.4489, 0.7364, 0.6265], [-0.5264, 7.8696, 1.6159], [2.5940, -2.7858, -0.3310], [-1.4894, -7.7325, 1.8323], [0.9883, 2.7634, 0.1880], [0.6365, 5.4648, 0.7277], [-2.3929, -7.7377, 0.2997], [0.2422, -1.2723, -1.9247], [-0.5393, 1.3859, -1.7080], [2.0158, 3.0403, 1.0587], [0.1967, 6.3967, 4.6935], [-1.4688, -7.4253, 0.7869], [2.0258, -1.2195, -4.1685], [-0.0356, -1.3257, 0.9096], [-0.6519, -7.9493, 0.2828], [-1.5063, 5.2851, 1.0674], [0.9761, 1.2762, -0.1607], [-1.3418, -2.7991, -6.2326], [-0.4221, -5.2165, 1.4607], [-2.6554, -5.7570, -0.9873], [0.9091, 0.1450, -4.2967], [0.1186, -2.9986, -2.3424], [-1.3258, 3.0943, 0.0368], [2.3791, -3.6120, -0.7793], [0.9786, -0.9214, -4.0618], [-0.5537, 2.4582, 1.9669], [0.1427, -1.6322, -4.9941], [0.2450, 6.4114, 3.3401], [2.3732, -1.6945, -1.1729], [-1.4021, -1.0179, -2.5639], [3.4769, -0.9029, -1.5057], [-0.0919, 4.9512, 2.8925], [1.4921, 6.7378, 2.9790], [-0.4761, 8.6262, 3.6372], [-0.6752, -1.6678, 0.0936], [-0.2983, 3.2436, 0.9014], [-0.3035, 4.7464, 1.3696], [1.0962, 1.3197, -2.3123], [-1.9695, -5.2210, -0.3390], [1.1810, 3.5302, -0.9110], [4.0026, -1.2670, -2.2247]], "nbo_charge": [0.22, -0.15, -0.29, -0.30, -0.30, -0.36, -0.06, 0.21, 0.19, 0.24, -0.22, 0.20, 0.92, -0.79, -0.02, 0.23, -0.30, -0.97, 0.21, 0.66, -0.30, 0.21, 1.17, 0.21, -0.35, -0.30, -0.62, 0.21, 0.20, 0.21, -0.31, -0.50, 0.22, -0.23, 0.19, 0.22, -0.25, -0.30, 0.51, -0.86, -0.31, 0.03, 0.55, 0.80, -0.27, -0.98, 0.59, -0.29, -0.31, -0.80, 0.59, 0.58, 0.21, -0.23, -0.33, 0.49]}

{"formula": "C19H20BNO4", "method": "ωB97M-V with the def2-TZVPD basis set", "e_tot_ha": -1116.69222, "de_lowest_kcal_mol": 17.1, "largest_force_ha_per_bohr": 0.042, "smiles": "C[C@H](C(=O)N[C@@H](Cc1coc2ccccc12)B(O)O)c1ccccc1", "gap_ev": 8.16, "elements": ["H", "H", "C", "C", "H", "C", "H", "H", "C", "H", "C", "H", "C", "C", "H", "B", "H", "C", "H", "C", "C", "O", "C", "H", "H", "C", "N", "C", "C", "H", "H", "H", "H", "C", "H", "H", "C", "O", "C", "O", "O", "C", "C", "H", "H"], "positions_angstrom": [[0.3574, 1.3511, 0.1673], [-2.9900, 1.5006, -3.1136], [0.9013, 0.8832, 0.9884], [4.2433, 2.4010, -0.1307], [-3.6913, 3.2298, -1.5205], [2.3927, 1.0895, 0.7529], [-0.7108, 1.5273, 2.2144], [-3.6411, 2.7781, 0.9516], [0.3708, 1.5238, 2.2403], [0.7628, 2.5455, 2.3437], [4.6909, 0.5063, 1.2407], [4.4981, 3.2713, -0.6930], [0.5965, -0.6147, 0.8961], [-0.3601, -2.4209, -0.5141], [2.1383, 2.8807, -0.3796], [-0.2691, -2.8625, -2.0533], [-2.4211, -0.7132, -2.3182], [-2.7401, -0.2188, -0.2604], [-0.6272, -2.4034, -3.9135], [2.8799, 2.2119, 0.0617], [-2.4029, -0.9751, 1.8298], [0.8478, -1.3412, 1.8524], [-3.4356, 2.2554, -1.1283], [6.1761, 1.6285, 0.1883], [0.2843, -3.0198, 0.1497], [5.1390, 1.5378, 0.4607], [0.0983, -1.0755, -0.3141], [3.3568, 0.2983, 1.3894], [-1.8381, -2.5680, -0.1115], [-2.1263, -1.5755, 2.7177], [5.3979, -0.1920, 1.6838], [-1.9253, -3.4728, 0.4974], [0.5648, -4.0835, -3.3251], [-3.3540, 2.0594, 0.2067], [3.0274, -0.5908, 1.9049], [0.0084, -0.4920, -1.1397], [-2.7456, 0.0496, -1.6401], [-2.8267, 0.3322, 1.9379], [-3.0248, 1.2877, -2.0608], [0.5269, -3.9550, -2.3555], [-0.9577, -2.1552, -3.0284], [-2.3673, -1.3617, 0.5118], [-2.9879, 0.8044, 0.6588], [0.6532, 0.9437, 3.1223], [-2.4699, -2.8053, -0.9685]], "nbo_charge": [0.21, 0.21, -0.34, -0.22, 0.21, 0.00, 0.22, 0.22, -0.59, 0.21, -0.21, 0.21, 0.73, -0.39, 0.20, 1.13, 0.23, -0.13, 0.49, -0.20, 0.12, -0.65, -0.21, 0.21, 0.25, -0.21, -0.62, -0.21, -0.43, 0.23, 0.21, 0.23, 0.47, -0.27, 0.24, 0.41, -0.21, -0.44, -0.23, -0.87, -0.90, -0.10, 0.34, 0.23, 0.21]}

{"formula": "C19H20Cl2FN5NiO6", "method": "ωB97M-V with the def2-TZVPD basis set", "e_tot_ha": -3989.87176, "de_lowest_kcal_mol": 0.0, "largest_force_ha_per_bohr": 0.017, "spin_multiplicity": 3, "s_squared": 2.006, "gap_ev": [8.17, 8.67], "elements": ["Cl", "O", "H", "N", "H", "C", "F", "C", "H", "Ni", "H", "C", "H", "H", "N", "C", "C", "C", "N", "C", "C", "H", "O", "O", "C", "C", "H", "H", "O", "C", "C", "H", "H", "H", "H", "C", "H", "H", "H", "C", "C", "N", "C", "Cl", "H", "O", "N", "C", "H", "C", "H", "C", "O", "H"], "positions_angstrom": [[0.7153, 2.1230, -2.8326], [-0.9641, 0.0343, -7.2200], [-0.9685, -2.2862, -3.3926], [0.8319, -0.0759, -5.8236], [1.8463, -1.9956, 2.1163], [1.4463, -1.7014, -2.5915], [-2.3639, -1.6582, -5.4846], [-0.9360, 2.7490, 3.5203], [1.3371, 0.5312, -6.4509], [-0.2126, -0.2502, 0.6358], [2.4757, -1.3733, -2.6120], [-0.8035, 2.8443, -2.2803], [1.6123, 3.1736, 3.6371], [-1.9564, 3.1027, 3.6656], [0.3650, 0.9244, 2.3699], [1.2987, 1.9622, 1.8741], [-0.9660, 1.3970, 2.8337], [0.8446, -3.6067, 3.0904], [0.8155, -1.2796, -3.8396], [1.2125, 3.2793, 2.6205], [-1.5301, -3.7663, 2.7112], [0.8077, 0.4312, 3.1335], [2.6602, -0.0694, -4.4747], [-0.4838, -1.2061, -1.2459], [0.7621, -1.1150, -1.3739], [-0.3712, -4.2507, 3.3136], [1.8024, 4.0329, 2.0977], [1.1019, 2.1408, 0.8196], [-0.7131, 3.8032, -0.1481], [0.8857, -2.4747, 2.2881], [-1.1083, -1.2727, -5.2344], [-2.3760, -2.3000, 1.4224], [2.3060, 1.5526, 1.9281], [-1.6382, 1.4775, 1.9826], [-1.3694, 0.6354, 3.4984], [-0.2588, -1.9567, 1.6736], [-0.4581, 2.6715, 4.5048], [-2.4699, -4.2806, 2.8774], [-0.6262, 3.7035, 0.8542], [-0.4809, -1.6622, -4.1272], [-0.8669, 2.6635, -0.7720], [-0.4777, -6.3334, 4.8572], [-0.4747, -0.3963, -6.2025], [-2.2124, 2.1128, -3.0289], [-0.7816, 3.8937, -2.5325], [-1.0413, 1.5818, -0.2461], [-0.2011, 3.6860, 2.6590], [1.5283, -0.4521, -4.6916], [-0.2823, 4.6262, 3.0238], [-1.4626, -2.6381, 1.9034], [1.4115, -2.7898, -2.5193], [-0.4297, -5.4114, 4.1697], [1.4736, -0.5306, -0.5048], [1.7445, -4.0008, 3.5481]], "lowdin_spin": [0.00, 0.00, 0.00, 0.00, 0.00, 0.00, 0.00, 0.00, 0.00, 1.66, 0.00, 0.00, 0.00, 0.00, 0.05, 0.00, 0.01, 0.00, 0.00, 0.00, 0.01, 0.00, 0.00, 0.05, 0.01, 0.00, 0.00, 0.00, 0.00, 0.01, 0.00, 0.00, 0.00, 0.00, 0.00, 0.10, 0.00, 0.00, 0.00, 0.00, 0.00, 0.00, 0.00, 0.00, 0.00, 0.01, 0.00, 0.00, 0.00, 0.02, 0.00, 0.00, 0.06, 0.00]}